[1]
Formula: C55H99B2FN13O6
Source: the OMol25 dataset
Level of theory: the ωB97M-V functional and the def2-TZVPD basis

Results
Electronic energy in Ha: -3467.2956
Lowest unoccupied orbital energy in eV: -2.59
Net charge: +1
E_HOMO in eV: -11.15

Atoms and positions in Å:
F 3.49442 1.29592 -0.27352
O 1.44469 0.43020 6.76360
O -0.29590 0.95346 -5.11157
O 2.26767 0.96742 3.85557
O -0.74694 -0.57660 6.11438
O 4.64852 -2.16670 0.33539
O 1.38151 -3.07799 -0.45856
N -5.06140 9.84262 2.77194
N -0.65857 10.95938 6.88413
N 3.91445 -0.53185 2.06873
N 1.88790 -9.10277 -0.80862
N -2.18995 -6.84627 -3.77334
N -0.31007 -2.41816 -10.95011
N -4.34247 -1.70400 -1.78676
N -0.50599 -2.27559 0.92346
N 0.02434 4.41474 5.16186
N 3.74037 -5.14022 -4.58976
N 1.76187 -0.78678 0.74403
N 0.22161 0.13999 2.94451
N -0.36738 5.59763 0.29282
C 0.30931 6.93670 6.09656
C 4.77452 -1.10452 1.02463
C -1.76908 -10.00097 -0.93873
C -4.51648 -4.91924 -3.23477
C 4.65825 -0.96889 3.32117
C 4.18058 -5.22880 -3.47902
C -5.70506 -4.40491 -4.04067
C 0.47028 -4.53073 -3.96292
C 0.15089 5.53130 5.57663
C -5.73497 6.62941 4.07065
C 2.66179 7.10209 5.13587
C 0.03954 0.93110 1.69341
C 3.98206 -7.76285 -1.90668
C 2.46133 -2.50389 2.43737
C 0.37086 -11.16722 -1.67789
C 0.33260 -5.94455 -3.39151
C -5.73258 8.88229 3.02068
C 0.32965 0.62366 -0.95026
C -0.78059 4.91943 1.56439
C 2.63359 -3.74999 2.87446
C -4.41819 -2.90017 -1.79203
C 1.39541 -1.22048 4.57337
C -1.07134 -6.44954 -3.60617
C 1.93673 3.09244 -0.29246
C -1.10684 -0.83711 -7.62517
C -1.01271 -10.65741 -2.08893
C 4.73212 -5.33947 -2.08104
C -0.32863 0.06380 -9.87568
C -1.97812 10.67358 3.62041
C -1.33306 10.48654 6.01421
C 2.48282 -0.89620 2.06319
C -0.65242 -3.47249 1.81774
C 1.62594 -0.19920 3.29922
C -0.31870 -1.31914 -10.47450
C -4.50337 -4.40395 -1.79507
C -2.68314 0.24351 0.77418
C 1.21598 -10.01776 -1.19266
C 1.08585 0.56589 0.48977
C 2.26343 1.68042 0.39076
C -4.54412 6.14208 3.25114
C -0.05847 -0.01950 -8.37170
C 0.19834 -4.46749 -5.46219
C -1.22734 3.34144 1.35431
C 5.14808 -6.78466 -1.80222
C 1.32350 1.66274 -3.27330
C -1.31771 -2.67006 -0.31664
C 1.25991 0.37576 -2.24771
C -0.07004 2.47903 2.15437
C 1.26752 7.71776 5.19413
C -1.53105 0.65484 1.28901
C -2.37562 12.14036 3.74425
C -2.18073 9.89073 4.91910
C -6.57686 7.67424 3.33442
C 1.11852 1.20142 -4.82885
C 6.07548 -0.19172 0.59966
B 0.69181 -0.42729 5.85949
B 0.87937 -2.02418 0.44598
H 0.55026 -5.93944 -2.31945
H 2.59970 -4.89954 3.02129
H -2.57277 10.21018 2.82806
H -0.03539 0.99278 -7.95615
H 0.76271 -0.45590 -2.90601
H -3.82219 0.08553 0.64214
H 5.64109 -0.33118 3.31248
H -1.12118 -1.87791 -7.96095
H 2.48636 3.22405 -1.31415
H 0.28550 -11.91133 -0.88056
H -0.88965 -0.84490 -6.55446
H -3.42508 12.23837 4.03937
H -4.87312 5.70520 2.30266
H -0.66956 7.42379 6.11578
H 2.40451 -0.86235 -0.09095
H -0.76288 5.15331 -0.55006
H 0.88033 -5.12348 -6.01213
H -0.70460 -3.06199 2.91165
H 5.03992 -2.06722 3.26059
H 0.66728 5.61780 0.25959
H -1.89541 8.84440 4.77517
H 2.35934 2.19399 -3.22721
H 0.91391 3.05490 2.27461
H -2.75972 -9.67929 -1.27070
H 1.78827 0.28621 -5.03336
H -5.36860 7.04646 5.01496
H -2.24196 12.65177 2.78740
H 0.44046 0.66983 -10.36272
H -1.76011 12.66449 4.48081
H -3.99008 5.37820 3.80377
H -2.10714 -0.41531 -7.76699
H -2.26152 3.25863 1.84296
H 0.19534 -4.23714 1.66645
H 0.68995 6.90019 7.12143
H -0.50812 2.43610 3.24090
H 0.58757 -2.03224 4.33405
H -3.23126 9.91719 5.22345
H -1.89888 -10.69917 -0.10549
H -1.60335 -11.49603 -2.46997
H -4.54282 -6.01219 -3.22168
H -7.42291 7.98083 3.95573
H 1.34774 8.74500 5.56258
H 1.64964 1.69046 4.10023
H 5.57652 -6.84639 -0.79701
H -6.36822 5.77292 4.32141
H -0.92843 10.61562 3.31142
H 2.36051 -1.64536 5.01418
H -3.64114 -4.81192 -1.25936
H -5.40916 -4.71387 -1.26547
H 2.32209 -0.01012 -2.04491
H 0.97332 0.41410 7.63744
H -1.72187 5.49848 1.94808
H 3.18554 -7.49736 -1.20949
H 6.03740 0.86097 1.05584
H -0.20339 1.64992 -1.12327
H 6.11360 -0.19886 -0.56209
H 0.86579 -11.63984 -2.53092
H 4.14613 -0.69860 4.30334
H 0.86065 7.77085 4.17809
H -6.97305 7.26143 2.40204
H 0.33652 -3.44729 -5.83045
H 0.48275 2.42870 -3.02260
H 3.31783 7.70745 4.50483
H -3.84545 6.95462 3.03203
H -6.65143 -4.69177 -3.57073
H 2.35322 -2.94285 -0.61619
H -3.59127 -4.62559 -3.74077
H -0.90895 -2.22101 -1.29024
H 2.41354 3.91533 0.38891
H 4.31503 -8.77684 -1.67271
H -1.13625 -0.89261 5.25094
H -0.56001 -0.11144 -1.07114
H -2.44642 -2.52591 -0.15080
H 7.04304 -0.74216 0.95201
H 0.84160 3.38128 -0.41302
H 5.93170 -7.08867 -2.50480
H 0.02244 5.04039 2.37895
H -5.68689 -4.82151 -5.05108
H -1.29938 0.53059 -10.06663
H -1.66305 -4.04178 1.67985
H 3.56312 -7.78397 -2.91702
H 1.49354 2.06313 -5.51739
H -0.42646 -0.66058 3.01143
H 2.64084 6.09494 4.70969
H -5.68553 -3.31576 -4.13862
H 5.59358 -4.67294 -1.98206
H -1.24783 -9.11427 -0.56709
H 1.03755 -6.62575 -3.87731
H 2.56450 1.91589 1.49615
H 3.10719 7.04475 6.13412
H 3.96889 -5.01530 -1.36693
H -0.91433 -9.93501 -2.90645
H 1.48311 -4.16525 -3.76995
H -0.22067 -3.85286 -3.44837
H -1.15972 -3.82624 -0.41779
H 0.92805 -0.46247 -8.19589
H -0.82822 -4.76131 -5.69892
H -1.20524 3.17414 0.21850
H -0.81628 1.63224 -4.61086

=====

[2]
Formula: C7H18F5I2O2P2PtTe
Source: the OMol25 dataset
Level of theory: the ωB97M-V functional and the def2-TZVPD basis

Results
Relative energy (zero: lowest compared OMol25 entry of this formula, charge and spin) in kJ/mol: 0.0
Electronic energy in Ha: -2591.5579
Multiplicity: 5
<S²>: 6.026
Lowest unoccupied orbital energy (alpha / beta) in eV: -12.67 / -15.09
Net charge: +3
E_HOMO (alpha / beta) in eV: -19.37 / -20.49

Atoms and positions in Å:
Pt 0.26144 0.13100 0.87398
I -2.52483 4.08176 -0.45106
I -4.20622 2.06334 -0.33479
Te 1.73694 -2.91129 -0.46838
P -0.43916 0.62508 2.88152
P 0.06181 0.02754 -2.69639
F 0.93888 -3.41838 -2.21112
F 3.14327 -1.98102 -1.49625
F 2.80617 -4.44897 -0.68577
F 2.80303 -2.66518 1.19687
F 0.50671 -4.11521 0.50059
O 3.19909 0.60347 1.17352
O 0.45111 -0.09004 -1.23148
C 2.08999 0.29145 1.03491
C 0.73541 0.51859 4.26934
C -1.99337 -0.24427 3.29742
C -0.97592 2.37289 2.87695
C -0.49474 1.68370 -3.13222
C 1.47155 -0.36466 -3.75995
C -1.25563 -1.14714 -3.06947
H 1.74452 -1.41532 -3.60469
H -1.57377 -1.06508 -4.11825
H 1.43458 1.35894 4.19695
H -2.10453 -0.94177 -2.40122
H 1.21222 -0.17534 -4.81523
H -2.36494 0.06386 4.29022
H -2.74273 0.01888 2.53719
H -1.49103 1.88649 -2.71633
H -0.11978 3.01165 2.62802
H -0.87338 -2.16111 -2.88929
H 2.31895 0.25776 -3.44891
H 0.21449 0.56697 5.22878
H 0.22062 2.39821 -2.70842
H -1.82109 -1.32975 3.29123
H 1.28945 -0.42426 4.20192
H -1.75776 2.50898 2.10891
H -0.53675 1.79619 -4.22446
H -1.36458 2.63202 3.87535

=====

Q: Which of these has the highest electronic energy?
A: C7H18F5I2O2P2PtTe